C3H8OS2 | wB97M-V/def2-TZVPD

## Properties
LUMO energy in eV: 0.614
HOMO in eV: -8.20
HOMO-LUMO gap in eV: 8.81
SMILES string: C1CSSC1.O
E in eV: -26958.543
M in u: 124.23

```
! RIJCOSX wB97M-V def2-TZVPD def2/J DEFGRID3
* xyz 0 1
S 1.813 -0.678 1.935
S 2.639 -0.760 0.095
C 0.258 -1.218 1.352
C 1.229 0.011 -0.671
C -0.086 -0.524 -0.001
H -0.503 -0.959 2.113
H 0.250 -2.318 1.229
H 1.391 -0.305 -1.719
H 1.319 1.114 -0.634
H -0.822 0.301 0.042
H -0.528 -1.338 -0.608
O -2.378 2.533 -0.796
H -2.786 1.639 -0.750
H -1.795 2.500 -1.587
*
```

C3H8OS4 | wB97M-V/def2-TZVPD

## Properties
LUMO energy in eV: -0.110
HOMO in eV: -8.54
HOMO-LUMO gap in eV: 8.43
E in eV: -48625.455
M in u: 188.36

```
! RIJCOSX wB97M-V def2-TZVPD def2/J DEFGRID3
* xyz 0 1
C 0.912 1.137 -0.455
C 0.227 0.475 0.776
C -2.111 -1.445 -0.990
O 0.179 1.123 1.963
S 2.497 2.002 0.017
S 1.251 -1.214 0.937
S -0.641 -2.044 -1.442
S -2.612 0.003 -1.792
H 0.916 0.414 -1.397
H -0.783 0.299 0.457
H 0.189 1.898 -0.857
H 1.036 1.215 2.364
H 3.254 1.065 0.533
H 0.545 -1.715 2.106
H -1.033 -3.362 -1.014
H -3.828 0.150 -1.205
*
```

C3H8P2 | wB97M-V/def2-TZVPD

## Properties
LUMO energy in eV: 0.112
HOMO in eV: -8.41
HOMO-LUMO gap in eV: 8.52
SMILES string: C=P#P(C)C
E in eV: -21816.205
M in u: 106.04

```
! RIJCOSX wB97M-V def2-TZVPD def2/J DEFGRID3
* xyz 0 1
C -1.230 -1.558 0.516
C 2.633 0.169 -0.532
C -0.953 1.333 -0.080
P 1.493 -0.188 0.651
P -0.326 -0.360 -0.582
H -2.346 -1.547 0.288
H -1.013 -2.709 0.240
H 2.307 0.530 -1.534
H 3.576 0.589 -0.292
H -1.544 1.617 -0.921
H -1.446 1.253 0.905
H -0.234 2.195 -0.245
H -0.918 -1.322 1.586
*
```

C3H8S | wB97M-V/def2-TZVPD

## Properties
LUMO energy in eV: -0.954
HOMO in eV: -9.16
HOMO-LUMO gap in eV: 8.20
E in eV: -14072.936
M in u: 76.16

```
! RIJCOSX wB97M-V def2-TZVPD def2/J DEFGRID3
* xyz 0 1
C 0.989 0.925 -0.189
C 0.491 -0.490 -0.479
C -0.793 -0.804 0.280
S -2.343 -0.064 -0.248
H 1.799 1.223 -0.879
H 1.299 0.978 0.870
H 0.127 1.636 -0.343
H 0.206 -0.649 -1.495
H 1.214 -1.325 -0.309
H -0.590 -0.623 1.323
H -0.951 -1.909 0.437
H -1.447 1.102 1.032
*
```

C3H8S2 | wB97M-V/def2-TZVPD

## Properties
LUMO energy in eV: -1.025
HOMO in eV: -9.10
HOMO-LUMO gap in eV: 8.07
SMILES string: CCCSS
E in eV: -24910.037
M in u: 108.23

```
! RIJCOSX wB97M-V def2-TZVPD def2/J DEFGRID3
* xyz 0 1
C 1.973 -0.460 -0.302
C 3.048 0.120 0.609
C 0.623 0.259 -0.179
S -0.722 -0.766 -0.722
S -2.285 0.702 0.417
H 2.348 -0.524 -1.323
H 1.890 -1.482 0.087
H 2.987 1.214 0.702
H 4.082 -0.026 0.295
H 2.949 -0.149 1.663
H 0.463 0.557 0.853
H 0.698 1.215 -0.716
H -1.566 0.003 1.303
*
```

C3H8S2 | wB97M-V/def2-TZVPD

## Properties
LUMO energy in eV: 0.498
HOMO in eV: -9.00
HOMO-LUMO gap in eV: 9.50
SMILES string: SCCCS
E in eV: -24908.318
M in u: 108.23

```
! RIJCOSX wB97M-V def2-TZVPD def2/J DEFGRID3
* xyz 0 1
C 1.470 0.475 -0.153
C -0.004 -0.143 -0.024
C -1.336 0.627 -0.244
H 2.088 -1.350 0.652
H 1.199 1.271 -1.039
H 1.619 1.055 0.778
H -0.085 -1.112 -0.866
H 0.131 -0.609 1.051
H -1.373 1.059 -1.162
H -1.726 1.481 0.392
H -2.330 -0.949 1.189
S 2.846 -0.845 -0.284
S -2.498 -0.961 -0.288
*
```

C3H8S2 | wB97M-V/def2-TZVPD

## Properties
LUMO energy in eV: -0.125
HOMO in eV: -8.58
HOMO-LUMO gap in eV: 8.46
SMILES string: CCSSC
E in eV: -24910.360
M in u: 108.23

```
! RIJCOSX wB97M-V def2-TZVPD def2/J DEFGRID3
* xyz 0 1
C 1.952 0.689 -1.369
C 0.893 0.808 -0.262
S 0.786 -0.581 0.821
S -1.254 0.186 1.611
C -2.286 -1.202 1.280
H 1.702 1.410 -2.151
H 2.952 0.824 -0.960
H 1.791 -0.316 -1.795
H -0.029 0.842 -0.847
H 0.889 1.817 0.164
H -3.280 -0.765 1.414
H -2.027 -2.109 1.831
H -2.087 -1.602 0.263
*
```

C3H8S2 | wB97M-V/def2-TZVPD

## Properties
LUMO energy in eV: 0.878
HOMO in eV: -8.13
HOMO-LUMO gap in eV: 9.01
SMILES string: CCSSC
E in eV: -24910.926
M in u: 108.23

```
! RIJCOSX wB97M-V def2-TZVPD def2/J DEFGRID3
* xyz 0 1
C 2.183 -0.268 -0.150
C 0.913 0.584 -0.359
S 0.187 0.812 1.281
S -1.822 1.096 1.192
C -2.462 -0.299 0.218
H 1.968 -1.251 0.264
H 2.988 0.173 0.423
H 2.541 -0.442 -1.181
H 1.159 1.485 -0.919
H 0.223 -0.029 -0.936
H -3.361 -0.099 -0.372
H -1.720 -0.754 -0.432
H -2.798 -1.009 0.971
*
```

C3H8SSi | wB97M-V/def2-TZVPD

## Properties
LUMO energy (alpha / beta) in eV: -0.974 / -0.204
HOMO (alpha / beta) in eV: -8.22 / -8.83
HOMO-LUMO gap (alpha / beta) in eV: 7.24 / 8.63
E in eV: -21949.575
M in u: 104.25

```
! RIJCOSX wB97M-V def2-TZVPD def2/J DEFGRID3
* xyz 0 1
C 0.402 -1.471 -0.004
C 0.954 1.220 0.635
C -1.015 -1.610 -0.040
Si -0.688 1.623 -0.161
S -1.994 -0.035 0.426
H 0.937 -0.807 -0.671
H 0.976 -2.008 0.782
H 1.084 1.536 1.711
H 1.758 1.564 -0.069
H -1.296 -1.713 -1.047
H -1.591 -2.322 0.572
H -1.828 2.426 0.328
H -0.519 2.000 -1.646
*
```

C3H8Si2 | wB97M-V/def2-TZVPD

## Properties
LUMO energy in eV: 0.781
HOMO in eV: -9.63
HOMO-LUMO gap in eV: 10.41
SMILES string: C1=C[SiH2][SiH2]C1
E in eV: -18993.580
M in u: 100.27

```
! RIJCOSX wB97M-V def2-TZVPD def2/J DEFGRID3
* xyz 0 1
C -0.282 -1.485 0.352
C 0.879 -1.050 0.808
C -1.169 -0.601 -0.571
Si 1.455 0.721 0.600
Si -0.321 1.178 -0.891
H -0.823 -2.410 0.517
H 1.500 -1.724 1.369
H -1.456 -1.290 -1.364
H -1.973 -0.344 0.197
H 1.571 1.614 1.975
H 2.983 0.745 0.335
H -0.484 1.259 -2.402
H -1.361 2.101 -0.351
*
```

C3H9Ag3ClO4P | wB97M-V/def2-TZVPD

## Properties
LUMO energy in eV: -9.940
HOMO in eV: -16.04
HOMO-LUMO gap in eV: 6.10
E in eV: -45239.541
M in u: 499.13

```
! RIJCOSX wB97M-V def2-TZVPD def2/J DEFGRID3
* xyz 2 1
Ag -4.002 2.672 -3.255
Ag -1.296 4.880 -3.856
Ag -1.425 2.435 -0.687
Cl -1.306 2.062 -3.530
C 0.640 -0.418 -1.889
O 1.297 -0.440 -0.621
P 0.385 -0.499 0.702
O -0.545 0.646 0.730
O -0.326 -1.940 0.634
C -1.403 -2.211 1.530
O 1.427 -0.731 1.950
C 2.388 0.248 2.365
H -0.429 -0.610 -1.977
H 1.271 -1.148 -2.396
H 0.735 0.519 -2.438
H -1.689 -1.338 2.116
H -1.025 -3.070 2.084
H -2.339 -2.624 1.154
H 1.906 1.159 2.009
H 3.361 0.031 1.926
H 2.376 0.377 3.448
*
```

C3H9Ag4FO4P | wB97M-V/def2-TZVPD

## Properties
LUMO energy (alpha / beta) in eV: -16.168 / -18.290
Expectation value of S²: 0.760
HOMO (alpha / beta) in eV: -24.72 / -23.74
HOMO-LUMO gap (alpha / beta) in eV: 8.55 / 5.45
E in eV: -39400.143
M in u: 590.55

```
! RIJCOSX wB97M-V def2-TZVPD def2/J DEFGRID3
* xyz 4 2
Ag -9.513 -9.953 17.835
Ag -8.833 -6.513 19.190
Ag -7.377 -8.490 15.528
Ag -6.216 -9.051 19.641
F -7.883 -8.140 17.753
C -3.451 -6.848 12.597
O -3.590 -7.197 13.934
P -4.643 -6.567 14.857
O -6.054 -6.885 14.385
O -4.120 -7.023 16.348
C -4.909 -6.713 17.548
O -4.388 -4.928 14.743
C -3.321 -4.352 15.671
H -2.408 -6.915 12.288
H -3.679 -5.787 12.504
H -3.968 -7.516 11.908
H -5.735 -6.026 17.365
H -4.333 -6.149 18.281
H -5.315 -7.650 17.930
H -3.644 -3.744 16.515
H -2.609 -3.723 15.137
H -2.686 -5.197 15.937
*
```

C3H9B2Br2ClNO5 | wB97M-V/def2-TZVPD

## Properties
LUMO energy in eV: 2.262
HOMO in eV: -5.84
HOMO-LUMO gap in eV: 8.11
E in eV: -168940.726
M in u: 355.99

```
! RIJCOSX wB97M-V def2-TZVPD def2/J DEFGRID3
* xyz -1 1
C -2.412 -2.209 0.588
C -1.774 -1.482 -0.589
Br -0.573 -2.721 -1.488
C -1.060 -0.217 -0.115
Br 0.531 0.333 -1.050
B -0.221 -0.209 1.188
B -0.151 1.160 2.256
N -0.754 2.482 2.019
O 0.495 1.004 3.454
H -2.916 -1.494 1.246
H -3.161 -2.919 0.238
H -1.668 -2.769 1.148
H -2.530 -1.238 -1.330
H -1.746 0.622 -0.232
H 0.417 -1.203 1.409
H -0.309 2.970 1.249
H -1.742 2.444 1.796
H 1.081 0.232 3.438
O 3.595 2.134 -2.102
Cl 3.705 1.043 -3.047
O 4.609 1.406 -4.111
O 2.392 0.765 -3.599
O 4.194 -0.134 -2.367
*
```

C3H9BF3N2O7Si2 | wB97M-V/def2-TZVPD

## Properties
LUMO energy in eV: 1.674
HOMO in eV: -4.10
HOMO-LUMO gap in eV: 5.77
E in eV: -45151.906
M in u: 309.09

```
! RIJCOSX wB97M-V def2-TZVPD def2/J DEFGRID3
* xyz -1 1
C 2.512 -0.373 0.241
C 2.468 -0.934 -1.262
B 0.995 -1.310 -1.797
O 0.904 -1.901 -3.129
Si -0.682 -0.992 -0.814
O -1.751 -0.190 -1.904
Si -2.349 1.305 -1.287
O -1.172 2.584 -1.267
N -0.333 2.554 -0.178
O -0.910 2.456 0.846
C -1.449 -2.572 -0.034
F -1.799 -3.568 -0.955
F -2.679 -2.178 0.552
F -0.703 -3.101 1.021
H 3.601 -0.330 0.579
H 2.134 0.700 0.266
H 1.966 -1.043 0.969
H 3.204 -1.794 -1.415
H 2.844 -0.073 -1.921
H 0.805 -1.114 -3.709
H -0.320 -0.092 0.305
H -3.401 1.743 -2.231
H -3.021 1.057 -0.015
N -0.216 2.292 4.285
O -0.114 3.317 4.991
O 0.778 1.863 3.660
O -1.310 1.696 4.202
*
```

C3H9BO2S | wB97M-V/def2-TZVPD

## Properties
LUMO energy in eV: 0.152
HOMO in eV: -8.12
HOMO-LUMO gap in eV: 8.27
E in eV: -18862.984
M in u: 119.98

```
! RIJCOSX wB97M-V def2-TZVPD def2/J DEFGRID3
* xyz 0 1
B -1.799 -0.464 1.354
C 1.341 1.203 -2.406
C -0.230 -0.667 1.006
C 2.170 1.081 -1.142
O -2.745 -0.912 0.541
O -2.040 -0.011 2.635
S 2.879 -0.452 -0.896
H 1.460 2.220 -2.931
H 1.680 0.438 -3.148
H 0.241 1.071 -2.062
H -0.021 -1.158 0.114
H 0.327 0.215 1.153
H 0.181 -1.388 1.680
H -3.568 -0.935 0.960
H -3.023 0.120 2.710
H 3.148 -0.362 0.432
*
```

C3H9BO2S | wB97M-V/def2-TZVPD

## Properties
LUMO energy in eV: 0.057
HOMO in eV: -8.16
HOMO-LUMO gap in eV: 8.22
SMILES string: CC(C)SB(O)O
E in eV: -18865.314
M in u: 119.98

```
! RIJCOSX wB97M-V def2-TZVPD def2/J DEFGRID3
* xyz 0 1
B -2.162 0.169 -0.255
C 1.522 -1.291 0.813
C 1.285 0.964 -0.546
C 0.989 0.221 0.783
O -2.257 1.183 -1.167
O -3.028 -0.807 0.080
S -0.736 0.336 1.383
H 1.068 -1.830 0.005
H 2.643 -1.263 0.661
H 1.493 -1.912 1.638
H 1.232 0.276 -1.431
H 2.305 1.327 -0.526
H 0.634 1.869 -0.668
H 1.636 0.801 1.447
H -3.036 1.203 -1.676
H -3.586 -1.246 -0.541
*
```

C3H9BS | wB97M-V/def2-TZVPD

## Properties
LUMO energy in eV: 0.254
HOMO in eV: -9.12
HOMO-LUMO gap in eV: 9.38
SMILES string: CCB(C)S
E in eV: -14766.293
M in u: 87.98

```
! RIJCOSX wB97M-V def2-TZVPD def2/J DEFGRID3
* xyz 0 1
B -0.019 1.077 -0.331
C 1.443 1.002 0.372
C -0.749 -1.516 0.029
C -1.014 -0.064 0.422
S 0.500 2.659 -1.961
H 2.191 0.484 -0.288
H 1.371 0.492 1.385
H 1.927 2.026 0.569
H -1.516 -2.033 0.493
H 0.322 -1.829 0.217
H -1.046 -1.660 -1.113
H -2.071 0.339 0.229
H -1.031 -0.063 1.563
H -0.308 2.662 -3.116
*
```